C4H32N2O10 | wB97M-V/def2-TZVPD

Computed properties:
Highest occupied orbital energy, eV: -16.643
Energy above the lowest of the compared OMol25 structures with the same formula, charge and spin, kcal per mole: 0.0
LUMO, hartree: -0.18851

Geometry as ORCA input:
```
! RIJCOSX wB97M-V def2-TZVPD def2/J DEFGRID3
* xyz 2 1
C -0.18 -0.61 3.34
C -0.52 -1.56 2.15
C -1.70 -0.97 1.39
C -2.98 -0.86 1.69
N -1.28 -0.45 0.07
N 0.58 0.58 2.86
H -1.14 -0.30 3.74
H 0.47 -1.14 4.00
H 0.28 -1.66 1.42
H -0.79 -2.55 2.51
H -3.67 -0.56 0.92
H -3.36 -1.22 2.63
H -0.44 -0.90 -0.37
H -1.01 0.53 0.07
H -2.03 -0.55 -0.59
H 0.22 1.11 2.05
H 0.65 1.29 3.59
H 1.52 0.43 2.43
H 2.95 1.13 0.95
H 3.69 1.65 2.19
O 3.07 0.98 1.90
H 1.37 1.41 -3.11
H 2.61 2.37 -2.77
O 2.12 1.58 -2.51
H 0.14 4.39 1.26
H -0.86 3.37 0.81
O -0.05 3.46 1.35
H -2.26 2.16 -0.89
H -2.96 2.83 0.28
O -2.17 2.33 0.06
H 2.80 -2.58 0.12
H 3.05 -1.25 -0.54
O 2.40 -1.72 0.00
H 1.34 1.22 -0.95
H 0.86 2.20 0.00
O 0.97 1.24 -0.02
H -2.58 1.52 -2.91
H -1.62 0.36 -2.91
O -2.15 0.91 -2.30
H 1.29 -1.64 -1.39
H 0.40 -2.31 -2.36
O 0.41 -1.52 -1.78
H -0.76 -4.85 -2.45
H 0.79 -4.94 -2.12
O 0.03 -4.36 -2.22
H -0.02 -0.46 -3.14
H 0.39 -0.30 -4.59
O 0.11 0.20 -3.84
*
```

Atom charges from the natural (NBO) analysis, given in e for atoms 1 to 5: -0.21, -0.47, 0.13, -0.34, -0.75



C4H32N2O14 | wB97M-V/def2-TZVPD

Computed properties:
Highest occupied orbital energy, eV: -10.044
Energy above the lowest of the compared OMol25 structures with the same formula, charge and spin, kcal per mole: 48.5
LUMO, hartree: 0.00077

Geometry as ORCA input:
```
! RIJCOSX wB97M-V def2-TZVPD def2/J DEFGRID3
* xyz 0 1
C -0.07 0.91 -0.28
C 1.00 1.32 -1.25
N 1.20 0.70 -2.48
C 0.40 -0.45 -3.01
C -1.16 -0.32 -2.89
N -1.68 0.83 -3.42
O -1.79 -1.20 -2.37
O 1.78 2.21 -1.11
H 0.42 0.74 0.67
H -0.83 1.67 -0.23
H -0.45 0.00 -0.51
H 2.11 0.84 -2.87
H 0.55 -0.57 -4.10
H 0.84 -1.29 -2.51
H -1.05 1.56 -3.68
H -2.71 1.09 -3.37
H -1.04 -3.00 -0.79
H -0.36 -4.37 0.05
O -0.66 -3.98 -0.86
H -3.92 0.00 0.10
H -3.16 -0.15 -1.29
O -3.59 0.53 -0.66
H -1.30 3.60 2.40
H -1.78 2.49 1.51
O -1.68 2.75 2.44
H -2.62 4.31 -0.57
H -3.01 2.77 -0.45
O -2.52 3.49 -0.03
H 2.01 1.79 2.26
H 3.05 0.78 2.65
O 2.11 0.96 2.79
H 0.73 0.16 3.18
H -0.75 0.79 2.94
O -0.26 -0.09 3.10
H -0.20 -1.63 1.24
H 1.29 -1.80 1.11
O 0.45 -1.94 0.68
H 1.27 -3.67 -1.83
H 1.21 -2.78 -0.72
O 1.93 -3.03 -1.36
H -1.58 -0.66 2.03
H -2.81 -1.47 1.95
O -1.94 -1.44 1.74
H 3.68 3.33 1.29
H 2.56 2.62 0.35
O 3.16 2.51 1.19
H -0.07 -1.82 3.69
H -0.21 -1.95 5.06
O 0.25 -2.39 4.37
H 3.78 -0.37 -0.69
H 2.90 -1.74 -0.69
O 3.24 -0.97 -0.19
*
```

Atom charges from the natural (NBO) analysis, given in e for atoms 1 to 5: -0.73, 0.73, -0.63, -0.34, 0.69



C4H33NO12 | wB97M-V/def2-TZVPD

Computed properties:
Highest occupied orbital energy, eV: -9.423
SMILES: CC(C)NCO.O.O.O.O.O.O.O.O.O.O.O
Energy above the lowest of the compared OMol25 structures with the same formula, charge and spin, kcal per mole: 47.5
LUMO, hartree: 0.00483

Geometry as ORCA input:
```
! RIJCOSX wB97M-V def2-TZVPD def2/J DEFGRID3
* xyz 0 1
C 0.32 0.43 0.45
C 0.50 1.82 1.03
C 0.31 2.97 0.06
N 1.74 1.90 1.86
C 2.98 2.01 1.13
O 3.03 1.05 0.08
H -0.72 0.26 0.15
H 0.87 0.20 -0.47
H 0.59 -0.34 1.16
H -0.26 1.97 1.78
H -0.02 3.90 0.52
H 1.20 3.24 -0.50
H -0.43 2.69 -0.68
H 1.78 1.03 2.37
H 2.95 2.98 0.64
H 3.81 1.88 1.83
H 3.33 0.21 0.45
O -1.07 0.73 3.97
H -1.06 -0.06 4.53
H -0.15 0.97 3.84
O -2.35 -0.58 1.87
H -3.28 -0.83 1.87
H -2.26 0.13 2.53
O -0.60 -2.71 -1.23
H -0.66 -3.56 -1.67
H -0.31 -2.06 -1.87
O -0.31 1.03 -3.00
H -0.92 1.13 -2.26
H -0.68 0.33 -3.53
O -2.88 -0.57 -3.30
H -3.07 -1.14 -2.53
H -2.76 -1.20 -4.02
O 1.83 -2.06 -2.31
H 2.01 -1.09 -2.45
H 2.32 -2.57 -2.96
O 2.33 0.42 -2.67
H 1.50 0.85 -2.40
H 2.99 0.62 -1.99
O -4.01 1.16 -0.08
H -4.41 0.35 -0.43
H -3.10 1.12 -0.39
O -0.12 -2.50 1.63
H -0.11 -2.40 0.67
H -0.67 -1.76 1.94
O -2.66 -1.34 -0.69
H -2.79 -1.07 0.23
H -1.89 -1.94 -0.63
O 2.58 -2.40 2.12
H 2.95 -2.90 1.39
H 1.63 -2.26 1.93
*
```

Atom charges from the natural (NBO) analysis, given in e for atoms 1 to 5: -0.64, -0.07, -0.62, -0.63, 0.08



C4H33NO12 | wB97M-V/def2-TZVPD

Computed properties:
Highest occupied orbital energy, eV: -9.758
Energy above the lowest of the compared OMol25 structures with the same formula, charge and spin, kcal per mole: 66.2
LUMO, hartree: 0.00060

Geometry as ORCA input:
```
! RIJCOSX wB97M-V def2-TZVPD def2/J DEFGRID3
* xyz 0 1
C -2.99 -1.24 1.39
N -1.85 -0.75 0.47
C -1.01 0.15 1.34
C 0.21 2.23 1.05
C -0.38 1.20 0.47
H -2.61 -1.98 2.15
H -3.67 -1.71 0.66
H -3.56 -0.51 1.92
H -2.27 -0.22 -0.28
H -1.63 0.55 2.18
H -0.23 -0.48 1.80
H 0.64 3.07 0.46
H 0.43 2.30 2.12
H -0.67 1.16 -0.60
H -3.64 2.43 -0.58
H -2.61 2.08 -1.74
O -3.42 1.82 -1.30
H 1.00 -3.26 -2.55
H 0.06 -3.35 -1.29
O 0.93 -3.08 -1.62
H 0.14 -2.11 1.84
H 1.52 -2.58 1.70
O 0.76 -2.66 2.35
H -1.68 4.03 -1.62
H -1.86 3.96 -0.14
O -1.82 4.61 -0.84
H 2.08 -0.62 4.35
H 1.21 -1.48 3.27
O 1.40 -0.56 3.67
H -1.48 -2.81 0.01
H -0.68 -3.98 0.61
O -1.23 -3.73 -0.14
H 0.38 -1.07 -3.16
H 0.76 -0.46 -1.81
O 0.64 -0.22 -2.75
H 3.83 0.39 -0.68
H 2.71 0.76 0.34
O 2.91 0.16 -0.42
H 2.09 -2.88 -0.32
H 2.45 -1.39 0.09
O 2.53 -2.33 0.35
H 3.42 0.75 1.96
H 2.08 0.89 2.76
O 2.65 1.35 2.09
H -0.85 2.26 -3.71
H -0.25 1.11 -2.74
O -0.84 1.93 -2.79
H 1.92 1.48 -3.18
H 0.82 2.56 -3.42
O 1.68 2.23 -3.74
*
```

Atom charges from the natural (NBO) analysis, given in e for atoms 1 to 5: -0.44, -0.67, -0.26, -0.36, -0.24



C4H33NO13 | wB97M-V/def2-TZVPD

Computed properties:
Highest occupied orbital energy, eV: -9.592
SMILES: N[C@H](CO)CCO.O.O.O.O.O.O.O.O.O.O.O
Energy above the lowest of the compared OMol25 structures with the same formula, charge and spin, kcal per mole: 73.3
LUMO, hartree: -0.00308

Geometry as ORCA input:
```
! RIJCOSX wB97M-V def2-TZVPD def2/J DEFGRID3
* xyz 0 1
N 0.25 1.58 0.41
C -0.19 0.59 -0.70
C 1.08 0.21 -1.54
O 2.11 0.27 -0.61
C -1.21 1.32 -1.54
C -2.37 2.04 -0.85
O -3.47 1.21 -0.47
H 1.02 2.20 0.23
H 0.54 1.12 1.25
H -0.72 -0.19 -0.16
H 1.49 0.86 -2.26
H 1.14 -0.80 -2.07
H 2.24 -0.61 -0.13
H -1.65 0.51 -2.26
H -0.80 1.97 -2.34
H -2.95 2.64 -1.69
H -2.02 2.48 0.09
H -3.63 1.40 0.45
O 2.07 3.98 0.77
H 2.87 3.60 0.27
H 1.76 4.72 0.25
O -2.39 1.53 2.03
H -2.27 0.68 2.43
H -1.53 1.75 1.48
O -2.26 -3.88 -1.91
H -2.24 -2.90 -1.49
H -2.74 -3.70 -2.73
O -0.88 -1.36 -3.77
H -1.38 -2.09 -3.98
H -1.46 -0.88 -3.17
O 3.64 2.58 -0.70
H 3.32 1.68 -0.52
H 3.80 2.81 -1.65
O -3.39 -1.39 -0.36
H -3.70 -0.40 -0.43
H -3.57 -1.63 0.51
O 2.53 -2.22 0.38
H 3.48 -2.11 0.34
H 2.37 -3.03 -0.14
O 1.72 -0.75 4.21
H 1.92 -1.61 3.82
H 2.09 -0.16 3.53
O 0.48 -4.52 -1.13
H -0.40 -4.94 -1.06
H 0.67 -4.09 -1.98
O -1.14 -0.70 3.11
H -1.08 -1.40 3.76
H -0.16 -0.42 2.98
O 2.58 0.81 2.05
H 2.54 1.71 1.72
H 2.60 0.31 1.12
*
```

Atom charges from the natural (NBO) analysis, given in e for atoms 1 to 5: -0.88, -0.10, -0.08, -0.81, -0.41



C4H35N2O15 | wB97M-V/def2-TZVPD

Computed properties:
Highest occupied orbital energy, eV: -6.689
Energy above the lowest of the compared OMol25 structures with the same formula, charge and spin, kcal per mole: 19.6
LUMO, hartree: 0.08603

Geometry as ORCA input:
```
! RIJCOSX wB97M-V def2-TZVPD def2/J DEFGRID3
* xyz -1 1
O 1.49 0.26 -0.88
C 0.73 0.09 0.10
O 0.47 -1.08 0.54
C -0.05 1.26 0.72
C 0.91 2.46 0.68
C 0.23 3.76 1.15
N -0.74 4.30 0.16
N -0.52 0.97 2.04
H -0.84 1.54 0.00
H 1.32 2.49 -0.32
H 1.70 2.40 1.45
H -0.24 3.68 2.12
H 1.00 4.54 1.19
H -1.67 3.90 0.18
H -0.36 4.10 -0.75
H -1.08 0.14 2.04
H -1.21 1.62 2.40
H 1.32 1.62 -3.76
H 0.93 0.98 -2.32
O 0.78 1.70 -2.97
H 3.67 -0.87 -2.27
H 2.66 0.28 -2.56
O 3.34 -0.27 -2.94
H -1.33 -0.74 4.10
H -0.46 -1.82 3.47
O -0.49 -1.19 4.19
H -3.07 2.14 1.05
H -3.58 1.97 -0.41
O -3.83 1.85 0.54
H -2.51 -0.75 -2.12
H -2.82 -0.98 -0.63
O -3.22 -1.02 -1.51
H 0.27 -4.05 1.65
H -1.08 -3.52 1.77
O -0.27 -3.57 2.29
H -0.50 -0.80 -3.17
H -0.73 0.62 -3.09
O -1.23 -0.19 -3.37
H -2.84 -1.90 1.30
H -1.27 -1.66 1.46
O -2.07 -1.40 0.99
H 2.68 -3.01 1.01
H 1.81 -2.29 -0.01
O 2.63 -2.83 0.06
H 4.37 -0.60 0.40
H 3.37 0.35 0.17
O 4.19 0.07 -0.28
H 2.53 -0.78 3.60
H 1.89 -0.65 2.29
O 2.77 -0.81 2.67
H -3.33 1.86 -2.94
H -3.70 0.56 -2.08
O -3.75 1.54 -2.15
H -0.72 -2.95 -0.94
H -0.05 -3.53 -2.06
O -0.52 -3.84 -1.27
*
```

Atom charges from the natural (NBO) analysis, given in e for atoms 1 to 5: -0.81, 0.80, -0.83, -0.17, -0.43



C4H35NO14 | wB97M-V/def2-TZVPD

Computed properties:
Highest occupied orbital energy, eV: -9.342
Energy above the lowest of the compared OMol25 structures with the same formula, charge and spin, kcal per mole: 43.8
LUMO, hartree: 0.00727

Geometry as ORCA input:
```
! RIJCOSX wB97M-V def2-TZVPD def2/J DEFGRID3
* xyz 0 1
C 0.00 0.02 0.28
C -0.27 1.51 0.57
C 0.98 2.34 0.81
O -1.06 2.16 -0.47
N -1.23 -0.68 0.57
C -1.48 -1.90 -0.14
O -1.21 -1.79 -1.54
H 0.86 -0.25 0.90
H 0.25 0.08 -0.77
H -0.97 1.61 1.38
H 0.71 3.31 1.22
H 1.54 2.46 -0.11
H 1.64 1.88 1.54
H -0.60 2.24 -1.33
H -2.07 -0.14 0.68
H -0.84 -2.68 0.28
H -2.52 -2.18 -0.02
H -1.92 -1.22 -1.90
H -0.85 -1.36 2.43
H 0.12 -2.37 3.10
O -0.55 -1.71 3.29
H -3.16 0.96 -2.71
H -2.04 1.13 -1.66
O -2.56 0.45 -2.15
H 2.23 -1.42 2.16
H 1.83 -0.59 3.36
O 2.55 -0.69 2.72
H 0.21 1.10 -3.17
H 0.51 2.58 -3.76
O 0.33 2.06 -2.97
H 3.63 0.10 1.40
H 3.76 -1.00 0.43
O 3.89 -0.04 0.47
H -2.29 3.23 0.91
H -2.30 2.21 2.05
O -2.88 2.71 1.46
H -3.47 0.37 -0.48
H -3.88 1.23 0.70
O -3.95 0.32 0.36
H 1.51 -0.82 -3.60
H 0.27 -0.73 -2.84
O 0.59 -0.59 -3.75
H 2.73 0.74 -2.33
H 2.86 0.30 -0.91
O 2.33 0.11 -1.72
H -0.40 1.33 3.84
H -1.42 0.21 3.86
O -1.16 0.98 3.35
H 2.71 -3.46 0.10
H 1.99 -2.26 -0.41
O 2.52 -2.55 0.37
H 0.12 -3.00 -1.51
H 1.40 -3.04 -2.60
O 1.02 -3.30 -1.76
*
```

Atom charges from the natural (NBO) analysis, given in e for atoms 1 to 5: -0.28, 0.11, -0.64, -0.81, -0.72



C4H36BO26 | wB97M-V/def2-TZVPD

Computed properties:
Highest occupied orbital energy, eV: -8.105
Energy above the lowest of the compared OMol25 structures with the same formula, charge and spin, kcal per mole: 64.5
LUMO, hartree: 0.07913

Geometry as ORCA input:
```
! RIJCOSX wB97M-V def2-TZVPD def2/J DEFGRID3
* xyz -1 1
O 0.43 -2.38 -3.35
C 0.11 -1.26 -3.07
O 0.94 -0.39 -2.68
B 0.22 0.30 -1.59
O -1.22 -0.04 -1.86
C -1.25 -0.93 -2.75
O -2.24 -1.28 -3.33
O 0.40 1.77 -1.60
C 1.04 2.04 -0.59
O 1.36 3.16 -0.30
C 1.17 0.91 0.27
O 0.71 -0.10 -0.25
O 1.66 0.98 1.42
O 2.37 0.82 4.13
H 3.24 0.83 4.50
H 2.53 0.66 3.18
O -0.07 5.48 0.46
H -0.90 5.14 0.85
H 0.57 4.79 0.32
O 1.92 -5.11 -2.08
H 1.49 -5.04 -2.96
H 2.34 -4.27 -1.78
O 2.08 -2.78 -0.61
H 2.40 -1.98 -0.87
H 2.74 -3.11 0.08
O -0.16 3.64 3.25
H -0.07 3.62 4.17
H -0.14 2.72 3.06
O 1.38 -1.85 2.03
H 1.34 -2.43 1.32
H 1.19 -2.40 2.79
O -2.19 -0.66 0.89
H -1.75 -1.15 0.21
H -2.03 0.25 0.77
O -0.72 0.65 3.23
H -0.50 -0.07 3.83
H -0.39 0.52 2.33
O 4.76 1.72 2.56
H 3.92 2.24 2.60
H 5.26 2.36 3.02
O 2.55 3.39 2.45
H 1.62 3.45 2.30
H 2.85 4.27 2.56
O -0.96 -2.98 -0.67
H -0.03 -2.98 -0.58
H -1.19 -3.88 -0.42
O -1.20 -4.73 -3.16
H -2.13 -4.65 -3.00
H -0.97 -3.86 -2.87
O -3.71 0.98 -1.28
H -4.16 0.53 -2.03
H -2.92 0.45 -1.26
O -4.27 -2.67 -4.25
H -3.40 -2.25 -4.09
H -4.53 -3.02 -3.40
O 3.76 -0.92 1.42
H 3.93 0.02 1.56
H 2.82 -1.08 1.42
O -3.76 -2.40 -1.16
H -3.42 -3.06 -0.57
H -4.39 -1.90 -0.64
O -1.86 3.88 -1.74
H -1.29 4.60 -1.51
H -1.28 3.23 -2.03
O -1.77 2.39 0.56
H -2.02 2.80 -0.30
H -2.23 3.02 1.12
*
```

Atom charges from the natural (NBO) analysis, given in e for atoms 1 to 5: -0.55, 0.66, -0.64, 1.18, -0.65